No. 1
{
  "formula": "C20H39BF3N3O10",
  "method": "ωB97M-V with the def2-TZVPD basis set",
  "species": ["N", "C", "N", "N", "C", "C", "O", "C", "C", "C", "O", "C", "F", "F", "F", "O", "C", "C", "C", "C", "C", "O", "B", "O", "O", "H", "H", "H", "H", "H", "H", "H", "H", "H", "H", "H", "H", "H", "H", "H", "H", "H", "H", "H", "H", "H", "H", "H", "H", "H", "H", "H", "O", "C", "O", "C", "C", "C", "H", "H", "H", "H", "H", "H", "O", "C", "O", "C", "C", "C", "H", "H", "H", "H", "H", "H"],
  "coordinates": [[4.3249, 1.3381, 1.0216], [4.9929, 1.4952, 2.3671], [6.4543, 1.7187, 2.0635], [4.5370, 2.7162, 3.0825], [4.9452, 0.1512, 3.2552], [3.6740, 0.0149, 4.2177], [2.7939, -1.1107, 3.8852], [2.3087, -0.8406, 2.5525], [0.7810, -1.3276, 2.3399], [0.6954, -1.7543, 0.7869], [-0.6700, -1.5537, 0.3506], [-0.7877, -1.5736, -1.0309], [0.0446, -0.6870, -1.7004], [-2.1032, -1.1538, -1.3174], [-0.6706, -2.8485, -1.5987], [-0.0334, -0.1625, 2.5178], [-1.0901, -0.3526, 3.4823], [-2.4934, 0.3114, 3.0659], [-2.4935, 1.0848, 1.6691], [-2.1915, 2.6481, 1.7937], [-0.6529, 3.0303, 1.8335], [0.1618, 2.2941, 0.8975], [-0.6335, 0.3922, 4.8758], [-1.2569, 0.0330, 6.1367], [0.3639, 1.4233, 4.9450], [3.3779, 1.7498, 1.1021], [4.1506, 0.3433, 0.8261], [6.4557, 2.6608, 1.6318], [6.6233, 1.0918, 1.2570], [3.5026, 2.7578, 3.0929], [4.7761, 2.5701, 4.0801], [5.0997, -0.7841, 2.6133], [5.8670, 0.2050, 3.9337], [4.0732, -0.2261, 5.2602], [3.0654, 0.9698, 4.3293], [2.2895, 0.2925, 2.3914], [2.9367, -1.3889, 1.7819], [0.5716, -2.1793, 3.0539], [1.0445, -2.8326, 0.6221], [1.4568, -1.1015, 0.2483], [-1.2987, -1.4293, 3.7671], [-2.8352, 1.0680, 3.8560], [-3.2752, -0.5165, 2.9984], [-1.8012, 0.6585, 0.8846], [-3.5531, 0.9768, 1.2435], [-2.7350, 3.0698, 2.7099], [-2.6694, 3.1441, 0.8834], [-0.2233, 2.8883, 2.8816], [-0.5249, 4.1416, 1.5724], [1.1078, 2.3866, 1.0936], [-2.2212, -0.0363, 6.0100], [1.1622, 1.0327, 5.3637], [0.1794, 3.0060, -6.6411], [-0.1710, 1.9939, -6.0948], [-0.1630, 0.7713, -6.6864], [-0.7442, -0.1938, -5.7956], [-0.6079, 0.4072, -4.4158], [-0.7194, 1.8923, -4.6947], [-1.7913, -0.3479, -6.0786], [-0.2108, -1.1426, -5.8830], [-1.3515, 0.0358, -3.7095], [0.3832, 0.1841, -4.0100], [-1.7581, 2.2303, -4.6938], [-0.1234, 2.4792, -3.9970], [-3.4415, -1.0984, -6.2578], [-3.7857, -2.1171, -5.7176], [-3.7720, -3.3347, -6.3190], [-4.3444, -4.3089, -5.4367], [-4.2088, -3.7187, -4.0511], [-4.3295, -2.2321, -4.3182], [-5.3887, -4.4661, -5.7217], [-3.8063, -5.2525, -5.5342], [-4.9487, -4.1003, -3.3462], [-3.2154, -3.9398, -3.6491], [-5.3700, -1.8995, -4.3126], [-3.7350, -1.6472, -3.6169]],
  "atomic_forces_ev_per_a": [[-1.25, 0.40, 1.37], [1.31, -0.91, -0.44], [-1.16, 0.12, -0.50], [-0.64, -1.25, 0.20], [0.25, 0.49, 0.60], [0.83, -0.94, 1.08], [0.25, 1.87, -1.08], [-1.38, -0.54, -0.18], [1.57, 0.56, -0.95], [1.36, -0.22, 1.21], [1.08, -0.34, -2.64], [-1.87, 0.60, -0.15], [-1.11, -1.97, 1.34], [2.41, -0.85, 0.48], [0.26, 2.33, 0.99], [-0.53, -1.88, 0.53], [-0.56, 1.21, 1.77], [-0.10, -0.08, -0.88], [-0.57, 0.50, -0.10], [-0.07, -0.35, -0.68], [0.50, 1.07, 0.94], [-0.57, -0.10, -0.11], [-0.14, 0.15, 1.42], [0.27, 1.01, -2.25], [-0.30, -2.23, -0.08], [0.69, -0.25, -0.34], [0.24, 0.56, 0.22], [0.13, -0.63, 0.34], [0.19, 0.40, 0.65], [0.73, -0.04, -0.14], [0.07, 0.37, -0.80], [-0.40, 1.28, 0.85], [-1.28, -0.01, -1.00], [-0.64, 0.23, -1.36], [0.69, -1.06, -0.51], [0.01, -1.66, -0.12], [-0.37, 0.76, 0.83], [-0.05, 0.99, -0.81], [-0.72, 1.34, 0.32], [-1.40, -0.52, 0.30], [0.48, 0.97, -0.77], [0.37, -1.09, -0.96], [0.98, 1.11, 0.21], [-0.68, 0.26, 1.21], [1.43, 0.23, 0.61], [0.96, -0.46, -1.18], [0.70, -0.57, 1.13], [-0.70, 0.06, -1.19], [-0.46, -1.38, 0.52], [-0.74, 0.21, 0.19], [0.58, -0.45, 0.16], [-0.64, 0.59, -0.13], [0.03, -0.60, -0.07], [-0.04, 0.71, -0.40], [0.27, 0.49, 0.07], [-0.36, -0.41, -0.04], [0.02, -0.17, 0.45], [0.18, -0.36, 0.36], [0.71, 0.23, 0.08], [0.06, 0.14, -0.22], [0.03, -0.02, -0.11], [-0.11, 0.02, -0.01], [0.09, 0.11, -0.02], [-0.20, 0.24, -0.18], [-0.60, -0.92, -0.16], [-0.19, 0.69, -0.28], [0.16, 0.43, 0.03], [-0.13, -0.49, 0.05], [-0.03, -0.18, 0.56], [0.21, -0.34, 0.35], [0.05, 0.03, -0.02], [0.00, 0.15, -0.23], [0.04, -0.03, -0.10], [-0.09, -0.01, -0.03], [0.09, 0.13, -0.01], [-0.20, 0.23, -0.16]],
  "mulliken_charge": [-0.6517, 0.7859, -0.7141, -0.6735, -1.0999, -0.0013, -0.5301, -0.3987, -0.0974, -0.9878, -0.2321, 0.9375, -0.2637, -0.3055, -0.2909, 0.4852, -0.2134, -0.6510, -0.0580, -0.8949, -0.2401, -0.4875, 0.6261, -0.5653, -0.5998, 0.1489, 0.3593, 0.3514, 0.3103, 0.2196, 0.3280, 0.3266, 0.3520, 0.3617, -0.0112, 0.0172, 0.3935, 0.4701, 0.3341, 0.4052, 0.1584, 0.2397, 0.3191, -0.2577, 0.3991, 0.2692, 0.3426, 0.1221, 0.4065, 0.2426, 0.3073, 0.2188, -0.5893, 0.4290, -0.3880, -0.3611, 0.0787, -0.5069, 0.2451, 0.3768, -0.0557, 0.1823, 0.3221, 0.2927, -0.6635, 0.5670, -0.3606, -0.4780, -0.3892, -0.0586, 0.2629, 0.3503, 0.3495, 0.1614, 0.3120, -0.0914],
  "smiles": "NC(N)(N)CCOC[C@H](COC(F)(F)F)O[C@H](CCCCO)B(O)O.O=C1CCCO1.O=C1CCCO1",
  "homo_energy_ev": -9.6322,
  "multiplicity": 1
}

No. 2
{
  "formula": "C20H40Cl2InN3O5PS",
  "method": "ωB97M-V with the def2-TZVPD basis set",
  "species": ["C", "C", "Cl", "C", "Cl", "In", "C", "C", "O", "C", "N", "C", "C", "C", "C", "C", "C", "P", "O", "O", "S", "H", "H", "H", "H", "H", "H", "H", "H", "H", "H", "H", "H", "H", "H", "H", "H", "H", "H", "C", "C", "C", "O", "C", "N", "H", "H", "H", "H", "H", "H", "H", "H", "H", "H", "H", "C", "C", "C", "O", "C", "N", "H", "H", "H", "H", "H", "H", "H", "H", "H", "H", "H"],
  "coordinates": [[3.2916, 4.3941, 2.8928], [1.7293, 4.7124, 2.9494], [1.0311, 5.7315, 4.3284], [0.8588, 4.2048, 1.9520], [-0.9318, 4.6468, 2.1392], [1.4209, 2.9024, 0.1993], [2.5490, 3.9538, -1.4437], [3.4161, 5.2165, -0.9777], [4.7020, 4.8485, -0.3640], [3.8231, 6.0205, -2.3465], [4.5157, 5.1271, -3.3463], [2.5752, 1.0342, 0.7425], [3.3320, 0.7997, 2.0930], [4.1049, -0.5431, 2.2441], [4.1421, -1.6535, 1.1350], [3.3648, -1.4433, -0.1929], [2.6141, -0.0923, -0.3606], [-0.7883, 2.0915, -0.8717], [-0.5250, 0.8921, -2.0893], [-1.4408, 3.4704, -1.7189], [-2.1339, 1.5870, 0.4407], [3.5757, 4.0579, 1.8413], [3.6043, 3.6498, 3.7151], [3.8333, 5.3811, 3.1613], [3.2435, 3.2028, -1.9798], [1.7709, 4.3042, -2.2177], [2.8574, 5.9795, -0.3375], [5.3631, 5.4429, -0.7985], [2.8346, 6.3275, -2.8619], [4.4232, 6.9734, -2.1262], [5.1549, 4.4723, -2.8752], [3.8264, 4.5447, -3.8433], [3.3067, 1.5998, 2.9170], [4.6941, -0.8086, 3.1996], [4.7206, -2.6329, 1.2442], [3.3559, -2.2530, -1.0103], [2.0717, 0.0708, -1.3534], [-1.2193, 1.0612, -2.7718], [-0.8896, 3.5922, -2.5357], [-6.3058, -2.6185, -0.4400], [-5.4431, -1.4593, 0.0530], [-6.0924, -0.6500, 1.1943], [-7.1232, 0.2399, 0.7731], [-8.3882, -0.3711, 0.5903], [-5.0995, -0.6028, -1.0876], [-7.1331, -2.2879, -1.0719], [-5.7059, -3.3093, -1.0395], [-6.7219, -3.1837, 0.3996], [-4.5165, -1.8919, 0.4454], [-5.3189, -0.0130, 1.6351], [-6.4506, -1.3041, 1.9994], [-8.5631, -1.1799, 1.3060], [-8.4825, -0.7406, -0.4331], [-9.1562, 0.3919, 0.7360], [-4.4449, 0.1107, -0.7722], [-5.9366, -0.0712, -1.3302], [-0.4631, -6.3209, 0.6632], [1.0505, -6.4389, 0.5072], [1.7629, -5.0790, 0.3593], [1.6338, -4.4848, -0.9277], [0.4163, -3.7829, -1.1309], [1.3448, -7.3282, -0.6244], [-0.9668, -6.0981, -0.2797], [-0.8811, -7.2627, 1.0307], [-0.7240, -5.5395, 1.3826], [1.4322, -6.9104, 1.4196], [2.8367, -5.2462, 0.4973], [1.4567, -4.3758, 1.1431], [0.0628, -3.2960, -0.2180], [-0.3462, -4.4601, -1.5219], [0.5905, -3.0143, -1.8865], [2.3498, -7.4833, -0.6645], [1.1482, -6.8053, -1.4789]],
  "atomic_forces_ev_per_a": [[-0.69, 1.28, 1.11], [-1.43, -1.52, -2.34], [1.27, -1.05, -1.26], [0.95, 1.68, 2.80], [1.72, -0.40, -0.30], [0.87, -0.30, 0.03], [0.54, 0.40, -0.08], [0.27, 0.87, -2.39], [-0.57, 0.70, -0.81], [-1.35, -0.68, -0.18], [-0.20, 0.44, 0.51], [1.84, -3.40, 0.59], [0.09, -3.20, -3.32], [-1.09, -0.13, -2.27], [-2.19, 3.10, -0.98], [0.16, 2.94, 3.00], [1.73, -0.89, 2.62], [-0.51, 0.37, -0.54], [-1.04, 2.04, 0.20], [1.41, -1.84, -0.71], [-0.02, -0.22, -0.40], [-0.30, 0.38, 1.54], [-0.58, 0.97, -1.41], [-0.69, -1.58, -0.67], [-1.07, 1.15, 0.94], [1.15, -0.31, 1.09], [0.59, -1.28, -0.48], [-0.79, -0.77, 0.80], [1.58, -0.18, 0.94], [-0.60, -1.38, -0.28], [-0.46, 0.43, -0.17], [0.44, 0.50, 0.59], [0.10, -1.58, -1.44], [-1.09, 0.70, -1.60], [-0.86, 1.69, 0.17], [-0.01, 1.46, 1.47], [0.73, -0.13, 1.64], [0.53, -0.48, 0.63], [-0.58, 0.06, 1.00], [0.02, -0.29, 0.00], [-0.37, 0.17, -0.22], [0.39, 0.20, 0.00], [-0.09, -0.40, 0.29], [0.12, 0.37, -0.18], [-0.10, 0.14, 0.21], [0.07, 0.07, 0.07], [-0.02, 0.13, 0.04], [-0.01, 0.03, -0.04], [-0.02, 0.16, 0.06], [-0.09, 0.04, -0.13], [-0.15, -0.08, -0.08], [0.06, -0.06, -0.04], [-0.13, -0.21, 0.05], [0.10, 0.02, 0.05], [0.22, -0.07, -0.07], [0.11, -0.15, -0.01], [-0.20, -0.09, 0.20], [-0.21, 0.25, -0.33], [0.23, -0.08, -0.05], [-0.06, -0.07, 0.44], [0.08, 0.02, -0.31], [0.20, 0.09, -0.03], [0.13, 0.03, 0.04], [0.09, 0.06, -0.07], [0.02, -0.02, -0.08], [0.10, 0.07, -0.06], [-0.04, 0.02, -0.10], [-0.13, 0.02, -0.06], [0.02, -0.05, -0.01], [-0.16, 0.08, 0.11], [0.08, -0.02, 0.11], [-0.07, -0.08, 0.05], [-0.06, -0.10, 0.15]],
  "mulliken_charge": [-0.7714, 0.3526, -0.2444, -0.2062, -0.2406, 0.7073, -0.8343, 0.5130, -0.5677, -0.8767, -0.6224, 0.1851, -0.2094, -0.4058, -0.4593, -0.4141, -0.0585, 0.2560, -0.4700, -0.5139, -0.4283, 0.0952, 0.2238, 0.3348, 0.1633, 0.1807, 0.1115, 0.3312, 0.3296, 0.3365, 0.2795, 0.3075, 0.0988, 0.2330, 0.2778, 0.2940, 0.1825, 0.2734, 0.2864, -1.4619, 0.4405, -0.6213, -0.3839, -0.6518, -0.7040, 0.2784, 0.3574, 0.3413, 0.3962, 0.3122, 0.4004, 0.2918, 0.2243, 0.2517, 0.1838, 0.3146, -1.3992, 0.3222, -0.6216, -0.4059, -0.7160, -0.7621, 0.2765, 0.3499, 0.3468, 0.4050, 0.2914, 0.4228, 0.3314, 0.2598, 0.2786, 0.2770, 0.3435],
  "charge": -1,
  "homo_energy_ev": -5.2793,
  "multiplicity": 1
}

No. 3
{
  "formula": "C20H40ClN3O6P",
  "method": "ωB97M-V with the def2-TZVPD basis set",
  "species": ["C", "C", "C", "C", "C", "C", "C", "O", "C", "C", "N", "C", "Cl", "C", "C", "O", "N", "C", "C", "C", "C", "P", "O", "O", "O", "O", "H", "H", "H", "H", "H", "H", "H", "H", "H", "H", "H", "H", "H", "H", "H", "H", "H", "H", "H", "H", "H", "H", "H", "H", "H", "H", "H", "H", "H", "H", "H", "H", "H", "C", "C", "C", "C", "N", "H", "H", "H", "H", "H", "H", "H"],
  "coordinates": [[3.7104, -0.5261, 1.6942], [4.6802, -0.8977, 0.5683], [5.0991, 0.3483, -0.2234], [4.0888, -1.9512, -0.3775], [3.8522, -3.3395, 0.2626], [4.7519, -4.3870, -0.4064], [2.4137, -3.8248, 0.1599], [1.5139, -3.2260, 1.1138], [0.6860, -2.2568, 0.6125], [0.2621, -1.4238, 1.8232], [-1.0393, -0.6667, 1.6413], [-2.0794, -1.3698, 0.7889], [-2.5747, -2.7434, 1.8413], [-3.3269, -0.4813, 0.5925], [-4.0520, -0.7613, -0.7320], [-4.6510, -1.7998, -0.8346], [-3.9026, 0.1429, -1.7608], [-4.4142, -0.3486, -3.0441], [-4.3302, 1.5235, -1.5019], [-1.4153, -1.9964, -0.4554], [-0.9113, -1.0679, -1.5974], [-0.2635, 0.6049, -1.4863], [0.1945, 1.1091, -2.7726], [-1.3961, 1.4525, -0.7483], [0.8817, 0.5774, -0.3405], [-0.4122, -2.8869, -0.0303], [4.2434, -0.1237, 2.5581], [2.9960, 0.2314, 1.3505], [3.1596, -1.4038, 2.0432], [5.5760, -1.3288, 1.0287], [4.4384, 0.4917, -1.0855], [6.1201, 0.2698, -0.5982], [5.0375, 1.2496, 0.3914], [4.8044, -2.0605, -1.1994], [3.1733, -1.5524, -0.8336], [4.1328, -3.2689, 1.3189], [5.7999, -4.2059, -0.1640], [4.4816, -5.4061, -0.1251], [4.6601, -4.3168, -1.4946], [2.3743, -4.8953, 0.3649], [2.0131, -3.6828, -0.8507], [1.2073, -1.6355, -0.1206], [1.0346, -0.6826, 2.0176], [0.1614, -2.0494, 2.7065], [-1.4757, -0.6079, 2.5658], [-0.8799, 0.2996, 1.3432], [-3.0946, 0.5725, 0.7431], [-4.0370, -0.7617, 1.3691], [-5.5050, -0.2967, -3.0988], [-3.9854, 0.2663, -3.8370], [-4.1114, -1.3832, -3.1921], [-3.7914, 2.2057, -2.1588], [-5.4060, 1.6213, -1.6743], [-4.1184, 1.8184, -0.4765], [-2.1993, -2.6258, -0.8773], [-1.7174, -0.9517, -2.3248], [-0.1127, -1.6098, -2.1143], [-1.0595, 1.9297, 0.0290], [1.5903, 1.1939, -0.5908], [-3.1543, 5.5557, 0.4457], [-1.9268, 6.0397, 1.2063], [-0.7600, 5.0434, 1.1421], [-1.1136, 3.7491, 1.7258], [-1.3915, 2.6976, 2.1027], [-3.5504, 4.6338, 0.8767], [-3.9463, 6.3017, 0.4829], [-2.9192, 5.3698, -0.6045], [-2.1811, 6.2255, 2.2508], [-1.5782, 6.9852, 0.7912], [0.1121, 5.4241, 1.6757], [-0.4664, 4.8699, 0.1040]],
  "atomic_forces_ev_per_a": [[0.08, -0.16, 0.04], [-0.14, 0.09, 0.03], [-0.04, 0.02, 0.07], [0.34, 0.07, 0.09], [0.11, 0.13, -0.21], [-0.06, 0.12, -0.20], [-0.11, -0.31, -0.02], [0.17, 0.19, 0.07], [0.02, -0.08, -0.10], [0.17, 0.22, 0.11], [-0.20, -0.20, 0.22], [-0.28, -0.36, 0.10], [0.03, -0.06, -0.07], [-0.14, 0.41, 0.17], [0.26, 0.38, 0.37], [0.01, -0.75, -0.23], [-0.60, -0.01, -0.08], [0.14, 0.10, -0.11], [0.38, 0.10, 0.04], [0.13, 0.21, -0.03], [-0.07, -0.06, 0.03], [0.02, -0.21, -0.01], [0.03, 0.12, -0.06], [0.02, 0.10, 0.38], [0.05, 0.35, -0.09], [-0.02, 0.06, 0.10], [-0.04, 0.13, -0.09], [-0.01, -0.07, 0.02], [0.01, 0.06, 0.00], [-0.06, -0.04, -0.02], [0.02, 0.03, 0.03], [-0.07, -0.01, -0.07], [0.11, -0.04, 0.00], [-0.14, -0.04, -0.06], [0.03, 0.00, 0.06], [-0.20, -0.18, 0.02], [-0.04, -0.06, 0.02], [0.14, 0.04, 0.14], [-0.03, -0.05, 0.05], [-0.04, 0.06, 0.06], [0.08, 0.03, 0.03], [-0.08, 0.00, 0.08], [-0.12, 0.02, 0.02], [-0.13, -0.19, -0.18], [0.09, 0.25, -0.02], [0.03, -0.09, -0.17], [0.21, -0.09, -0.18], [0.04, 0.08, 0.01], [0.03, -0.04, 0.03], [-0.06, 0.01, 0.04], [-0.03, 0.04, 0.02], [-0.06, -0.03, -0.03], [0.04, 0.00, 0.00], [0.01, -0.03, -0.03], [0.08, 0.00, -0.05], [0.06, 0.03, -0.01], [-0.12, -0.09, -0.01], [-0.21, 0.24, -0.15], [0.06, -0.22, 0.07], [0.02, 0.00, -0.01], [-0.12, -0.02, 0.00], [-0.07, 0.23, 0.22], [0.07, -0.21, -0.27], [0.13, -0.15, -0.19], [0.00, -0.01, 0.00], [0.00, 0.00, 0.00], [0.00, 0.00, 0.00], [0.03, 0.01, 0.01], [0.05, -0.02, 0.01], [0.01, -0.01, -0.02], [0.01, -0.06, 0.01]],
  "mulliken_charge": [-0.9794, 0.7107, -1.5568, -1.0018, 0.8841, -1.8696, -1.1042, -0.4756, 1.4798, -1.6460, 0.3621, 0.3303, -0.0702, -0.5403, 0.0914, -0.5713, 0.3971, -1.0977, -1.1812, -0.6835, -0.7843, 0.8081, -0.7825, -0.2393, -0.4790, -0.5624, 0.4310, 0.0011, 0.3502, 0.3188, 0.3364, 0.3678, 0.3899, 0.5558, 0.0361, 0.3615, 0.3981, 0.4483, 0.4253, 0.4915, 0.2718, -0.2454, 0.6906, 0.2162, 0.5318, 0.0005, -0.0293, 0.8059, 0.3576, 0.3710, 0.3649, 0.3234, 0.4400, 0.3715, 0.8707, 0.3826, 0.6532, -0.1244, 0.3051, -1.1102, -0.4841, -0.3774, 0.3232, -0.5278, 0.2985, 0.3774, 0.2966, 0.3176, 0.3261, 0.3731, 0.2785],
  "charge": 1,
  "homo_energy_ev": -12.4029,
  "multiplicity": 1
}

| no. | gap between HOMO and LUMO (hartree) |
| --- | --- |
| 1 | 0.36214 |
| 2 | 0.28242 |
| 3 | 0.36818 |